(1)
36
Properties=species:S:1:pos:R:3:forces:R:3:lowdin_charge:R:1 method="wB97M-V/def2-TZVPD" homo_energy_ha=-0.3898 e_above_lowest_kj_mol=369.5 spin_multiplicity=1
O 20.5130 25.7430 37.1590 0.2 -0.4 -0.1 -0.065
H 19.5980 25.4360 37.1890 0.1 0.5 0.1 -0.004
H 20.6040 26.6260 37.5380 -0.2 0.2 -0.3 0.023
O 18.4610 24.6560 39.7970 -4.5 -4.9 0.0 -0.031
H 18.8120 25.4230 40.0750 2.3 4.5 1.7 -0.071
H 17.7170 24.4580 40.4790 1.9 0.5 -1.9 0.124
O 21.3670 28.3540 37.4330 1.6 1.5 2.3 -0.120
H 21.9980 28.2640 38.2640 -1.9 0.5 -2.6 0.128
H 21.1900 29.3380 37.3000 0.4 -1.9 0.5 0.093
O 19.8400 23.9040 35.1160 -0.2 -0.9 -0.7 -0.024
H 20.1500 22.9970 35.1410 0.0 -0.3 -0.3 0.057
H 20.2310 24.2590 35.8960 0.6 0.7 1.0 -0.019
O 17.8800 25.2010 36.8880 1.7 1.9 1.8 -0.019
H 18.0610 25.0580 37.8480 -0.2 0.3 -0.2 0.048
H 17.2500 24.5510 36.7660 -2.1 -2.2 -1.1 0.039
O 23.2060 25.1660 37.2540 -3.0 0.4 -1.6 -0.036
H 23.0370 25.5520 36.3520 -0.4 -0.4 1.0 0.034
H 24.1080 25.2640 37.2910 3.5 0.1 0.6 -0.006
O 21.2950 23.7530 39.0240 -1.1 -3.4 1.8 -0.042
H 21.5630 24.4040 38.4490 1.2 2.5 -2.5 -0.079
H 21.2540 22.9420 38.4710 0.1 0.9 0.7 0.068
O 20.1070 28.5530 34.7970 -4.0 0.6 -0.7 -0.065
H 20.8250 28.2330 35.2750 1.8 -1.1 1.7 -0.044
H 19.2190 28.2660 35.2500 2.3 1.3 -0.4 0.063
O 22.2830 26.3280 34.7100 -2.6 -0.9 0.6 -0.066
H 21.3160 26.0410 34.8300 1.8 -0.3 0.6 0.052
H 22.0330 26.8480 33.9620 0.8 1.0 -1.3 0.032
O 18.9790 26.2130 33.9750 -1.5 -2.6 -3.2 0.025
H 19.2970 26.9820 34.2900 1.9 4.7 0.5 -0.093
H 18.9310 25.7620 34.7720 -0.5 -2.4 2.0 -0.048
O 17.5940 28.0840 36.1510 -1.3 11.4 1.7 0.021
H 17.4550 28.4130 37.1240 0.4 -0.6 -2.9 0.142
H 17.6760 27.2630 36.2660 0.8 -11.0 1.2 -0.136
O 20.5120 26.4360 40.7710 -1.7 2.8 3.3 -0.053
H 20.3170 26.2140 41.7420 0.9 -0.3 -2.7 0.107
H 20.7970 25.7640 40.2130 1.0 -2.7 -0.7 -0.034

(2)
36
Properties=species:S:1:pos:R:3:forces:R:3:lowdin_charge:R:1 method="wB97M-V/def2-TZVPD" homo_energy_ha=-0.3611 e_above_lowest_kj_mol=613.6 spin_multiplicity=1
O -0.2415 -0.0841 0.3621 -2.6 -1.1 1.4 -0.133
H 0.6507 -0.2920 0.7200 -1.5 0.3 -0.2 0.059
H -0.5693 0.8180 0.6513 0.8 -2.3 -0.6 0.076
O -4.0461 -2.1520 -0.9799 -2.4 0.8 -0.3 -0.068
H -3.6175 -1.3163 -1.1660 0.4 0.2 0.4 0.003
H -5.0041 -1.8782 -1.1358 1.7 -0.9 0.4 0.082
O 5.2134 -1.8368 1.3557 -0.2 0.4 -2.6 -0.067
H 4.8943 -2.2465 2.1416 -0.8 -0.8 0.5 0.020
H 4.6890 -2.0744 0.5264 0.9 0.1 2.3 0.055
O -0.7134 -2.5147 0.8414 2.1 -2.1 1.1 -0.107
H 0.0325 -2.9925 1.3528 -1.9 1.1 -1.2 0.075
H -0.3483 -2.5122 -0.0584 -0.4 0.3 0.4 0.000
O 0.9482 4.6485 1.4408 -0.2 -0.1 -0.5 -0.030
H 1.0952 3.7417 1.7130 0.2 -0.1 0.3 0.017
H 0.4588 4.5528 0.6121 0.0 0.3 0.3 0.021
O -4.4405 -0.8494 3.2714 1.0 -0.6 -1.0 -0.071
H -3.9307 -1.3799 2.6144 -0.2 0.7 0.7 0.051
H -5.2866 -1.2796 3.2072 -0.7 -0.1 0.2 0.016
O 2.0058 -3.2768 -0.3545 2.0 -0.6 0.1 -0.104
H 1.3585 -3.6261 -0.9933 1.0 -0.3 0.2 0.043
H 2.9329 -3.7118 -0.4327 -2.9 0.7 -0.3 0.091
O 5.1642 0.3367 -0.4130 -1.0 -0.5 0.3 -0.079
H 4.3997 -0.1744 -0.0348 1.2 0.9 -0.8 0.030
H 5.2096 0.1610 -1.3623 -0.3 0.0 0.3 0.036
O 0.6215 3.5960 -2.1773 0.7 -1.4 -1.5 0.007
H 0.7149 2.7541 -1.7355 0.0 -1.0 -0.8 0.006
H 0.4153 4.0776 -1.4271 -0.9 2.5 1.9 -0.027
O -3.5432 3.1292 -0.4788 -1.0 0.2 3.0 -0.097
H -4.0061 2.2880 -0.3632 0.2 -0.3 -0.8 0.019
H -3.7592 3.4314 0.4722 0.8 0.1 -2.1 0.081
O 1.1075 1.4174 0.0230 3.1 6.0 -1.7 -0.105
H 0.9630 1.5883 0.9469 0.1 -0.2 0.8 0.034
H 1.3373 2.3808 -0.2351 0.4 -2.0 0.4 0.078
O -1.9585 -2.2622 -2.9532 -1.8 0.0 0.3 -0.045
H -1.0684 -1.9733 -2.9683 1.3 0.7 0.0 0.006
H -2.5012 -1.5510 -2.5473 0.9 -0.9 -0.6 0.026

(3)
36
Properties=species:S:1:pos:R:3:forces:R:3:lowdin_charge:R:1 method="wB97M-V/def2-TZVPD" homo_energy_ha=-0.3706 e_above_lowest_kj_mol=205.2 spin_multiplicity=1
O 2.9880 1.9252 -2.4783 0.3 0.0 0.2 -0.065
H 2.4076 1.2302 -2.8028 -0.1 0.1 0.1 0.023
H 2.9613 1.8301 -1.5118 -0.3 -0.1 -0.6 -0.016
O -0.6762 0.1728 3.7056 0.1 -0.1 -0.1 -0.046
H -0.4358 -0.3389 4.4857 -0.1 0.1 0.0 0.043
H -0.9388 -0.4815 3.0457 -0.1 0.1 0.2 -0.021
O -3.0964 -1.5114 -1.7009 -0.3 -0.3 -0.2 -0.031
H -2.6524 -1.8132 -0.9066 0.0 0.0 0.1 0.026
H -3.6006 -2.2738 -2.0138 0.0 0.1 0.1 0.063
O -1.0866 -0.2509 -3.3222 0.5 -0.2 -0.2 -0.080
H -1.8674 -0.7782 -3.1015 0.3 0.3 0.3 -0.006
H -0.5912 -0.1239 -2.4950 -0.5 -0.1 -0.3 -0.011
O 2.2886 1.6149 0.3127 0.6 -0.4 0.3 -0.085
H 2.5075 0.7683 0.7759 -0.1 0.7 0.0 0.015
H 3.0740 2.1664 0.4290 -0.2 0.0 0.2 0.084
O -0.0871 -0.0125 -0.4459 0.4 -0.7 0.5 -0.049
H -0.1962 -0.7409 0.1998 -0.2 0.6 -0.4 0.022
H 0.7933 0.3588 -0.2618 -0.4 0.3 -0.3 0.021
O -3.4965 -0.5571 2.0952 0.1 -0.1 -0.2 -0.051
H -3.0085 0.2666 2.2231 -0.1 -0.1 0.0 0.040
H -2.8283 -1.2074 1.8418 -0.2 0.5 0.2 -0.015
O 2.9350 -0.6865 1.7214 0.0 0.0 0.0 -0.041
H 3.7902 -0.6349 1.2737 0.0 -0.3 0.1 0.065
H 2.4176 -1.2834 1.1663 0.3 0.0 -0.2 0.029
O 0.1675 3.4375 -0.2768 0.3 0.0 0.2 -0.065
H 0.9531 2.9692 0.0535 -0.6 0.1 -0.1 -0.011
H -0.5884 2.9618 0.0863 0.0 0.0 -0.2 0.012
O -2.4676 1.6581 -1.0869 0.0 -0.1 0.4 -0.055
H -3.2834 1.2421 -0.7864 0.0 0.0 -0.1 0.030
H -1.7669 1.0503 -0.8053 0.0 0.1 -0.2 -0.020
O -0.9429 -1.8947 1.5643 0.3 -0.6 -0.1 -0.053
H -1.3933 -2.7109 1.2986 0.2 0.1 0.1 0.088
H -0.1147 -2.1986 1.9661 -0.2 0.0 0.1 0.084
O 2.6037 -1.0531 -1.2039 0.0 -0.5 0.1 -0.045
H 3.3779 -1.5008 -1.5685 -0.1 0.1 -0.1 0.067
H 1.8538 -1.5997 -1.4765 0.0 0.2 -0.1 0.055

(4)
36
Properties=species:S:1:pos:R:3:forces:R:3:lowdin_charge:R:1 method="wB97M-V/def2-TZVPD" homo_energy_ha=-0.3632 e_above_lowest_kj_mol=127.1 spin_multiplicity=1
O -4.2534 -0.6279 0.1916 0.0 0.1 -0.3 -0.062
H -3.8640 -0.4679 -0.6892 0.0 -0.1 0.4 0.000
H -5.2063 -0.6268 0.0498 0.1 -0.1 0.1 0.051
O 2.7842 -0.2817 1.9896 -0.2 0.2 0.1 -0.066
H 2.4482 -1.0516 1.5131 0.1 0.0 0.0 0.000
H 2.0003 0.2695 2.1565 0.0 -0.3 0.0 -0.002
O 1.5877 -0.8830 -3.1976 -0.3 0.0 0.0 -0.074
H 0.6851 -0.8103 -3.5226 0.1 0.0 0.0 0.020
H 1.6209 -0.3046 -2.4178 0.2 -0.1 -0.3 -0.008
O 2.3334 -2.3246 -0.2668 -0.2 -0.2 0.1 -0.043
H 2.8109 -3.1611 -0.2701 0.1 0.1 0.0 0.071
H 1.3980 -2.5725 -0.3136 0.1 0.1 0.0 0.030
O -2.5589 1.6657 0.9418 -0.3 -0.3 0.1 -0.062
H -3.1589 0.9208 1.1093 0.0 0.0 -0.2 0.036
H -2.9901 2.1730 0.2429 0.1 -0.1 0.1 0.066
O 3.2424 0.2398 -1.2686 -0.3 -0.1 0.3 -0.055
H 4.1441 0.0433 -1.5379 -0.1 0.1 0.0 0.061
H 2.9170 -0.5874 -0.8697 0.3 0.1 0.0 -0.002
O 0.0073 0.8305 2.4471 -0.1 -0.1 0.3 -0.046
H -0.2194 1.5627 3.0315 0.1 0.0 -0.1 0.067
H -0.6625 0.8616 1.7550 0.1 0.3 0.0 -0.008
O -2.9830 0.3401 -2.1423 -0.2 0.1 -0.2 -0.044
H -3.7711 0.6931 -2.5741 0.1 0.0 0.0 0.065
H -2.2650 0.5179 -2.7616 0.1 -0.1 0.2 0.067
O -0.1241 -3.2952 1.1484 -0.1 -0.1 -0.3 -0.045
H 0.1373 -4.1910 0.9038 -0.1 0.0 0.1 0.050
H -1.0826 -3.2844 1.0366 0.1 0.0 0.0 0.053
O -0.3799 3.2988 0.2784 -0.3 -0.4 0.4 -0.090
H -1.0436 2.6339 0.5305 0.5 0.5 -0.1 -0.037
H 0.4365 2.9837 0.7176 -0.1 0.2 -0.4 -0.010
O -0.0715 -0.0375 -0.3418 -0.1 -0.3 0.0 -0.030
H 0.1472 -0.5990 0.4150 0.0 0.1 -0.1 0.025
H -1.0289 0.0875 -0.2927 0.1 0.1 0.0 0.020
O 2.1352 2.3425 0.6779 0.1 0.1 0.1 -0.061
H 2.0264 1.6252 0.0371 0.2 0.1 0.0 0.019
H 2.8010 2.0168 1.2931 0.0 -0.1 -0.2 0.044

(5)
36
Properties=species:S:1:pos:R:3:forces:R:3:lowdin_charge:R:1 method="wB97M-V/def2-TZVPD" homo_energy_ha=-0.2822 e_above_lowest_kj_mol=1441.7 spin_multiplicity=1
O 0.8096 -1.7217 -0.7215 1.0 -11.9 -1.7 0.161
H -0.0436 -1.9401 -1.0964 -1.2 -0.6 -0.5 0.172
H 1.3020 -2.5419 -0.7515 1.2 -0.7 -0.3 0.189
O -1.6983 -1.4906 0.5442 -3.5 1.1 -2.8 -0.095
H -1.1395 -2.2673 0.5193 -2.2 0.5 -0.1 -0.113
H -2.2196 -1.5954 1.3401 0.1 0.0 0.3 0.086
O -0.0278 3.0440 -0.1491 -1.5 2.6 0.3 -0.043
H 0.3521 3.5143 -0.8912 0.2 0.1 0.2 0.071
H -0.3473 2.2230 -0.5234 0.1 0.1 0.0 0.001
O 0.6436 1.5007 -1.6842 -0.7 2.6 -1.0 -0.085
H 0.7329 0.5630 -1.8543 0.7 0.2 -0.9 -0.088
H 0.3439 1.8679 -2.5158 0.3 0.2 -0.5 0.092
O 0.3568 -0.0650 0.3265 2.1 2.1 -0.1 -0.116
H 0.4413 -0.8192 -0.2568 -1.4 4.5 3.8 -0.201
H -0.5104 0.2915 0.1337 0.7 0.3 1.7 -0.098
O 1.4440 -0.4434 -2.3173 2.0 -0.8 -4.8 0.021
H 1.1764 -1.0310 -1.6107 1.6 0.6 -1.2 -0.151
H 1.5481 -1.0149 -3.0781 0.1 0.1 -0.6 0.105
O -2.7033 0.4703 1.4262 -1.6 1.2 0.7 -0.053
H -2.3469 0.0771 0.6295 -0.2 -0.3 0.5 -0.033
H -3.5982 0.1346 1.4798 -0.4 0.1 0.1 0.047
O -0.2733 -0.0634 2.4577 -1.4 -1.9 3.4 -0.102
H 0.1930 0.7688 2.3787 0.2 0.3 0.0 -0.054
H -0.3710 -0.3703 1.5564 0.1 -0.1 1.4 -0.068
O 0.9316 1.9081 1.7460 1.7 1.0 1.6 -0.028
H 1.5607 1.4868 1.1604 -0.1 -0.1 0.3 0.024
H 0.4119 2.4726 1.1738 0.0 0.6 -0.2 -0.016
O 2.7142 0.2394 -0.1030 2.3 -0.1 0.1 -0.041
H 2.9327 1.1593 0.0465 0.4 0.1 -0.2 0.047
H 1.7574 0.2204 -0.1243 -0.7 0.5 0.5 -0.060
O -0.3225 -2.8725 1.2025 4.4 -4.7 2.3 0.053
H 0.3553 -2.6986 0.5493 0.3 0.0 1.2 0.045
H 0.1377 -3.3199 1.9126 0.0 -0.2 0.6 0.129
O -1.4010 0.6869 -0.6043 -4.4 2.0 -3.9 -0.022
H -2.2518 1.0190 -0.8909 -0.6 0.4 0.3 0.139
H -0.8906 0.6076 -1.4102 0.2 0.4 -0.4 0.084

(6)
36
Properties=species:S:1:pos:R:3:forces:R:3:lowdin_charge:R:1 method="wB97M-V/def2-TZVPD" homo_energy_ha=-0.3640 e_above_lowest_kj_mol=182.3 spin_multiplicity=1
O -2.9395 -0.1280 -1.1448 0.9 -1.0 -1.0 -0.049
H -2.0222 0.1302 -0.9503 -0.4 0.2 0.2 -0.010
H -3.4829 0.4336 -0.6276 -0.7 0.9 0.8 0.014
O 2.9716 -0.7136 -1.0240 1.5 -1.4 2.4 -0.019
H 3.7310 -0.9032 -1.5570 0.2 0.1 -0.6 0.062
H 2.3008 -0.2233 -1.4400 -1.6 1.1 -1.8 -0.046
O 1.6975 2.0233 0.1096 0.8 2.2 1.1 -0.047
H 2.5717 1.7437 -0.1336 0.7 -0.9 -0.5 0.046
H 1.9694 2.8779 0.5514 -1.1 -1.2 -0.3 0.124
O -2.7037 0.0398 2.0305 0.5 3.5 2.2 -0.023
H -2.8621 -0.7505 1.6135 -0.7 -3.4 -2.2 -0.067
H -2.4133 -0.2397 2.9006 0.2 0.3 0.2 0.059
O -1.0517 -2.6705 -0.9705 1.4 -0.4 0.3 -0.068
H -0.1560 -2.8059 -0.5477 -1.3 0.7 -1.3 0.077
H -1.0211 -1.9687 -1.6539 0.3 -0.4 0.9 0.061
O -0.3200 0.1644 -0.2645 0.8 0.3 -0.8 -0.061
H -0.2564 -0.4030 0.4987 -0.4 -0.6 0.8 0.006
H 0.4129 0.7961 -0.1633 -0.2 -0.1 -0.2 0.008
O -1.6070 2.3418 0.9004 -1.8 1.9 0.7 -0.046
H -2.1623 1.7027 1.3593 -0.3 -0.2 0.2 -0.008
H -0.8884 1.8122 0.6783 1.8 -1.3 -0.8 -0.062
O 0.0367 -1.5877 1.9749 0.6 0.7 -0.6 -0.057
H -0.1338 -2.5235 1.9907 0.0 -0.5 0.0 0.037
H 0.9405 -1.4628 1.5907 -0.3 -0.3 1.0 0.023
O -2.8420 -2.4083 1.0287 0.3 -0.6 0.4 -0.061
H -2.6741 -2.9982 1.7741 -0.3 0.0 0.0 0.056
H -2.0082 -2.4418 0.5171 -0.6 0.2 -0.5 -0.004
O 2.7108 -0.8245 1.6659 -1.0 0.8 -0.8 -0.060
H 3.4965 -1.2493 1.9711 0.8 -0.4 0.2 0.038
H 2.8255 -0.6146 0.7061 0.3 -0.5 0.7 0.003
O 0.3789 3.6205 -1.9034 0.1 1.4 0.6 -0.087
H 0.2859 4.4828 -1.4151 0.0 -1.4 -0.7 0.063
H 0.8630 3.0379 -1.2990 -0.2 0.1 -0.2 -0.033
O 1.4250 0.7176 -2.5650 0.8 0.3 0.1 -0.018
H 2.1879 0.7200 -3.1544 -0.2 0.2 -0.2 0.078
H 0.7391 0.2724 -3.0477 -0.7 -0.2 -0.3 0.071